## a
{"formula": "C9H16O", "method": "ωB97M-V/def2-TZVPD", "elements": ["C", "C", "C", "C", "C", "C", "C", "C", "C", "O", "H", "H", "H", "H", "H", "H", "H", "H", "H", "H", "H", "H", "H", "H", "H", "H"], "positions_angstrom": [[-0.500, 0.412, 0.331], [0.632, 0.252, -0.532], [0.414, -0.813, -1.961], [1.349, -1.025, -0.810], [-1.356, 1.630, 0.062], [-1.318, -0.782, 0.757], [-0.650, -1.808, -2.313], [0.729, 0.942, 1.773], [1.881, 1.609, 1.821], [0.095, 0.590, 2.934], [0.662, 0.749, 3.706], [1.100, 1.169, -0.868], [0.826, -0.285, -2.814], [1.112, -1.864, -0.166], [2.417, -0.937, -0.992], [-1.919, 1.887, 0.959], [-0.751, 2.484, -0.237], [-2.050, 1.423, -0.755], [-2.150, -0.961, 0.077], [-0.716, -1.675, 0.887], [-1.795, -0.549, 1.711], [-0.247, -2.579, -2.982], [-1.027, -2.351, -1.448], [-1.487, -1.333, -2.827], [2.385, 1.938, 0.927], [2.363, 1.878, 2.759]], "lowdin_charge": [-0.381, -0.198, -0.205, -0.142, -0.042, -0.044, -0.101, -0.241, 0.010, -0.020, 0.101, 0.125, 0.106, 0.105, 0.106, 0.089, 0.085, 0.089, 0.089, 0.081, 0.085, 0.077, 0.058, 0.071, 0.043, 0.056], "homo_lumo_gap_ev": 8.6, "homo_energy_ev": -7.8, "total_charge": 0}


## b
{"formula": "C9H16O", "method": "ωB97M-V/def2-TZVPD", "elements": ["C", "C", "C", "C", "C", "H", "H", "H", "H", "H", "H", "H", "H", "H", "H", "C", "C", "C", "C", "O", "H", "H", "H", "H", "H", "H"], "positions_angstrom": [[-0.468, -1.539, -0.815], [-1.903, 0.570, -0.886], [0.377, -2.434, 0.015], [-0.999, -0.293, -0.024], [-1.369, -0.472, 1.278], [-1.368, -2.034, -1.187], [0.116, -1.176, -1.664], [-2.806, 0.020, -1.149], [-1.410, 0.849, -1.818], [-2.197, 1.484, -0.367], [-0.146, -2.949, 0.815], [1.045, -3.081, -0.543], [1.288, -1.461, 0.478], [-0.859, -1.161, 1.931], [-2.057, 0.213, 1.754], [0.562, 1.931, 1.136], [0.923, 0.866, 0.126], [1.006, 1.377, -1.270], [1.903, -0.098, 0.484], [1.426, 0.755, -2.218], [0.573, 2.389, -1.412], [0.526, 1.506, 2.138], [1.296, 2.741, 1.115], [-0.416, 2.360, 0.912], [2.347, -0.005, 1.468], [2.609, -0.355, -0.298]], "lowdin_charge": [-0.226, -0.065, -0.069, -0.407, 0.026, 0.123, 0.100, 0.088, 0.073, 0.078, 0.065, 0.069, 0.110, 0.058, 0.066, -0.070, -0.352, -0.269, -0.004, 0.037, 0.134, 0.083, 0.089, 0.072, 0.095, 0.094], "homo_lumo_gap_ev": [7.2, 7.2], "homo_energy_ev": [-7.7, -7.7], "total_charge": 0}


Which structure wins on stability? a wins.


## a
{"formula": "C30H29F5IrN2O4P2S2", "method": "ωB97M-V/def2-TZVPD", "elements": ["Ir", "C", "P", "C", "C", "C", "C", "C", "C", "C", "P", "C", "C", "H", "H", "H", "H", "H", "H", "H", "H", "H", "H", "H", "H", "H", "H", "H", "H", "O", "C", "N", "C", "O", "C", "C", "C", "C", "N", "C", "H", "H", "H", "H", "H", "H", "H", "H", "F", "C", "C", "F", "C", "F", "C", "S", "C", "F", "C", "F", "O", "C", "O", "C", "C", "C", "C", "S", "C", "C", "H", "H", "H", "H", "H"], "positions_angstrom": [[-0.622, -1.599, -0.099], [-1.448, 1.608, -1.031], [-2.023, 0.179, -0.100], [-2.358, 0.799, 1.562], [-3.588, -0.351, -0.822], [-4.559, 0.554, -1.241], [-5.746, 0.088, -1.783], [-5.967, -1.278, -1.908], [-5.005, -2.183, -1.485], [-3.808, -1.724, -0.943], [-2.544, -2.862, -0.307], [-3.336, -3.605, 1.137], [-2.401, -4.184, -1.531], [-2.200, 2.397, -1.010], [-1.241, 1.342, -2.068], [-0.539, 1.992, -0.568], [-3.074, 1.621, 1.512], [-1.434, 1.165, 2.013], [-2.770, 0.003, 2.182], [-4.400, 1.621, -1.151], [-6.500, 0.790, -2.112], [-6.892, -1.640, -2.336], [-5.197, -3.244, -1.585], [-4.330, -3.940, 0.836], [-3.438, -2.870, 1.935], [-2.774, -4.459, 1.504], [-3.359, -4.684, -1.675], [-1.678, -4.927, -1.190], [-2.071, -3.776, -2.487], [2.350, 2.119, 5.256], [3.141, 2.658, 4.225], [2.827, 1.843, 3.068], [3.024, 2.285, 1.810], [3.486, 3.371, 1.526], [2.578, 1.365, 0.697], [3.187, 1.500, -0.543], [2.729, 0.741, -1.607], [1.666, -0.112, -1.400], [1.068, -0.246, -0.205], [1.522, 0.482, 0.826], [2.675, 2.432, 6.106], [4.208, 2.601, 4.463], [2.885, 3.692, 3.988], [2.656, 0.869, 3.258], [3.997, 2.208, -0.655], [3.175, 0.819, -2.588], [1.269, -0.714, -2.212], [1.008, 0.352, 1.768], [4.565, 8.753, -1.393], [3.742, 7.740, -1.260], [2.527, 7.919, -0.605], [2.215, 9.109, -0.120], [1.671, 6.851, -0.468], [0.527, 7.036, 0.161], [1.987, 5.568, -0.976], [0.938, 4.262, -0.778], [3.231, 5.440, -1.638], [3.585, 4.264, -2.150], [4.095, 6.494, -1.779], [5.257, 6.350, -2.400], [2.033, -6.948, -2.030], [0.860, -6.645, -1.463], [-0.163, -7.174, -1.784], [0.838, -5.560, -0.422], [1.467, -4.353, -0.600], [1.229, -3.294, 0.299], [0.311, -3.471, 1.354], [-0.313, -2.022, 2.132], [-0.249, -4.744, 1.576], [0.017, -5.767, 0.705], [2.785, -6.638, -1.508], [2.145, -4.197, -1.431], [1.878, -2.430, 0.281], [-0.893, -4.898, 2.432], [-0.434, -6.742, 0.841]], "lowdin_charge": [0.719, -0.227, 0.760, -0.200, -0.366, -0.054, -0.028, -0.025, -0.058, -0.369, 0.764, -0.199, -0.190, 0.067, 0.072, -0.019, 0.074, 0.055, 0.051, 0.114, 0.126, 0.126, 0.114, 0.070, 0.056, 0.037, 0.067, 0.032, 0.069, -0.025, -0.227, 0.099, -0.450, 0.094, -0.095, 0.024, 0.003, -0.120, -0.148, -0.098, 0.104, 0.141, 0.134, 0.144, 0.132, 0.131, 0.124, 0.076, 0.188, -0.104, -0.133, 0.159, -0.232, 0.119, -0.557, 0.839, -0.226, 0.094, -0.133, 0.154, 0.160, -0.485, 0.162, -0.129, 0.006, -0.177, -0.659, 0.725, -0.096, 0.018, 0.130, 0.136, 0.094, 0.120, 0.147], "homo_lumo_gap_ev": [5.1, 5.7], "s2": 0.78, "homo_energy_ev": [-12.9, -13.5], "multiplicity": 2, "total_charge": 2}


## b
{"formula": "C30H29F5IrN2O4P2S2", "method": "ωB97M-V/def2-TZVPD", "elements": ["Ir", "C", "P", "C", "C", "C", "C", "C", "C", "C", "P", "C", "C", "H", "H", "H", "H", "H", "H", "H", "H", "H", "H", "H", "H", "H", "H", "H", "H", "O", "C", "N", "C", "O", "C", "C", "C", "C", "N", "C", "H", "H", "H", "H", "H", "H", "H", "H", "F", "C", "C", "F", "C", "F", "C", "S", "C", "F", "C", "F", "O", "C", "O", "C", "C", "C", "C", "S", "C", "C", "H", "H", "H", "H", "H"], "positions_angstrom": [[-0.898, 0.306, 0.218], [-0.828, 0.282, -3.311], [-1.933, 0.342, -1.882], [-3.058, 1.708, -2.267], [-2.882, -1.195, -1.875], [-3.246, -1.841, -3.051], [-3.947, -3.037, -2.995], [-4.282, -3.591, -1.768], [-3.933, -2.946, -0.589], [-3.234, -1.745, -0.635], [-2.857, -0.776, 0.854], [-4.343, 0.238, 1.111], [-2.791, -1.929, 2.237], [-1.421, 0.382, -4.221], [-0.278, -0.657, -3.348], [-0.124, 1.113, -3.269], [-3.627, 1.476, -3.168], [-2.473, 2.613, -2.441], [-3.745, 1.891, -1.442], [-2.977, -1.430, -4.016], [-4.225, -3.541, -3.911], [-4.817, -4.530, -1.728], [-4.202, -3.393, 0.358], [-5.092, -0.352, 1.639], [-4.753, 0.519, 0.142], [-4.127, 1.134, 1.688], [-3.758, -2.420, 2.341], [-2.575, -1.388, 3.157], [-2.018, -2.680, 2.079], [2.922, -4.537, -2.111], [3.968, -3.631, -2.400], [3.538, -2.368, -1.848], [3.542, -1.214, -2.549], [4.034, -1.061, -3.645], [2.859, -0.042, -1.887], [3.387, 1.232, -2.064], [2.727, 2.307, -1.501], [1.542, 2.090, -0.821], [1.001, 0.874, -0.689], [1.671, -0.175, -1.200], [3.197, -5.426, -2.361], [4.121, -3.487, -3.470], [4.903, -3.950, -1.934], [3.160, -2.396, -0.915], [4.299, 1.353, -2.635], [3.112, 3.313, -1.588], [1.002, 2.918, -0.381], [1.218, -1.150, -1.058], [-2.984, 4.770, 5.591], [-2.630, 4.208, 4.466], [-2.668, 2.820, 4.342], [-3.062, 2.079, 5.360], [-2.297, 2.227, 3.157], [-2.358, 0.898, 3.089], [-1.872, 2.980, 2.055], [-1.356, 2.457, 0.486], [-1.846, 4.384, 2.215], [-1.450, 5.148, 1.209], [-2.215, 4.994, 3.394], [-2.176, 6.305, 3.511], [6.752, 1.156, 1.771], [6.192, -0.057, 1.635], [6.868, -1.022, 1.444], [4.686, -0.158, 1.710], [3.837, 0.887, 2.057], [2.462, 0.700, 2.083], [1.934, -0.547, 1.769], [0.184, -0.829, 1.854], [2.778, -1.610, 1.464], [4.146, -1.410, 1.427], [6.099, 1.851, 1.905], [4.219, 1.864, 2.330], [1.807, 1.516, 2.362], [2.366, -2.594, 1.272], [4.825, -2.219, 1.192]], "lowdin_charge": [0.608, -0.206, 0.747, -0.228, -0.371, -0.055, -0.028, -0.025, -0.049, -0.365, 0.723, -0.180, -0.254, 0.068, 0.066, 0.057, 0.072, 0.060, 0.036, 0.115, 0.126, 0.126, 0.111, 0.076, 0.054, 0.036, 0.065, 0.048, 0.048, -0.032, -0.217, 0.109, -0.442, 0.113, -0.079, 0.057, 0.001, -0.140, -0.149, -0.126, 0.101, 0.133, 0.138, 0.101, 0.145, 0.128, 0.074, 0.116, 0.209, -0.097, -0.124, 0.175, -0.217, 0.029, -0.412, 0.828, -0.228, 0.116, -0.125, 0.183, 0.147, -0.470, 0.152, -0.102, 0.001, -0.102, -0.628, 0.682, -0.110, 0.004, 0.094, 0.121, 0.110, 0.119, 0.134], "homo_lumo_gap_ev": [6.6, 5.2], "s2": 0.77, "homo_energy_ev": [-14.1, -14.1], "multiplicity": 2, "total_charge": 2}


Which structure wins on stability? b wins.


## a
{"formula": "C2H3BrO2", "method": "ωB97M-V/def2-TZVPD", "elements": ["C", "C", "O", "O", "Br", "H", "H", "H"], "positions_angstrom": [[-0.614, 0.492, -0.910], [0.754, -0.864, 0.582], [-0.608, 0.441, -2.052], [-0.241, 0.209, 0.206], [-2.204, 2.858, 0.139], [1.463, -0.813, -0.149], [0.049, -1.745, 0.787], [1.402, -0.580, 1.398]], "lowdin_charge": [-0.405, 0.111, 0.270, 0.028, -0.324, 0.066, 0.151, 0.102], "homo_lumo_gap_ev": [6.9, 6.9], "homo_energy_ev": [-8.3, -8.3], "total_charge": 0}


## b
{"formula": "C2H3BrO2", "method": "ωB97M-V/def2-TZVPD", "elements": ["C", "C", "O", "O", "Br", "H", "H", "H"], "positions_angstrom": [[0.379, 0.488, 0.460], [-0.547, -0.192, -0.471], [1.568, -0.118, 0.763], [1.536, 0.963, -0.043], [-2.140, -0.798, 0.424], [-0.034, 1.134, 1.349], [0.034, -1.792, -1.165], [-0.795, 0.316, -1.316]], "lowdin_charge": [-0.525, -0.541, 0.008, 0.013, 0.622, 0.183, 0.247, -0.008], "homo_lumo_gap_ev": 9.4, "homo_energy_ev": -10.0, "total_charge": 0}


Which structure wins on stability? a wins.


## a
{"formula": "CH2FNO2", "method": "ωB97M-V/def2-TZVPD", "elements": ["O", "C", "N", "O", "H", "F", "H"], "positions_angstrom": [[-0.975, -0.509, -0.529], [0.225, -0.341, -0.675], [1.097, 0.563, -0.201], [1.863, 1.489, -0.434], [0.892, -0.981, -1.176], [-1.386, -0.012, 1.975], [-1.716, -0.208, 1.040]], "lowdin_charge": [0.030, -0.292, 0.071, 0.120, 0.139, -0.169, 0.102], "smiles": "O=CN=O.F", "homo_lumo_gap_ev": [8.3, 8.3], "homo_energy_ev": [-10.4, -10.4], "total_charge": 0}


## b
{"formula": "CH2FNO2", "method": "ωB97M-V/def2-TZVPD", "elements": ["O", "C", "O", "N", "F", "H", "H"], "positions_angstrom": [[-1.873, -0.926, -0.098], [-0.895, -0.264, -0.199], [-1.069, 1.121, -0.259], [0.359, -0.914, -0.377], [1.358, 0.077, -0.309], [-0.214, 1.382, -0.623], [0.362, -1.833, 0.207]], "lowdin_charge": [0.121, -0.560, 0.113, 0.093, -0.061, 0.092, 0.201], "smiles": "O=C(O)NF", "homo_lumo_gap_ev": 11.7, "homo_energy_ev": -11.1, "total_charge": 0}


Which structure wins on stability? b wins.


## a
{"formula": "C6H11N", "method": "ωB97M-V/def2-TZVPD", "elements": ["C", "N", "C", "C", "C", "C", "C", "H", "H", "H", "H", "H", "H", "H", "H", "H", "H", "H"], "positions_angstrom": [[1.096, 2.414, -1.782], [1.457, -0.312, -0.547], [0.289, 0.407, -0.334], [0.094, 1.644, -0.928], [-1.588, -2.206, 1.899], [-0.582, -1.504, 1.015], [-0.689, -0.169, 0.576], [1.358, 3.366, -1.313], [2.043, 1.859, -1.760], [0.753, 2.479, -2.814], [1.477, -1.255, -0.209], [1.981, -0.053, -1.356], [-0.956, 1.922, -0.994], [-1.254, -2.171, 2.961], [-2.587, -1.757, 1.947], [-1.728, -3.258, 1.647], [0.410, -1.854, 1.323], [-1.575, 0.448, 0.668]], "lowdin_charge": [-0.172, 0.067, -0.455, -0.212, -0.218, -0.307, -0.178, 0.038, 0.035, 0.042, 0.034, 0.046, 0.052, 0.042, 0.044, 0.032, 0.042, 0.066], "homo_lumo_gap_ev": [4.0, 6.4], "s2": 0.76, "homo_energy_ev": [0.4, -2.1], "multiplicity": 2, "total_charge": -1}


## b
{"formula": "C6H11N", "method": "ωB97M-V/def2-TZVPD", "elements": ["C", "C", "C", "C", "C", "N", "C", "H", "H", "H", "H", "H", "H", "H", "H", "H", "H", "H"], "positions_angstrom": [[-1.092, 0.835, 1.796], [0.376, 0.830, 1.344], [0.909, -0.493, 0.845], [0.507, -1.247, -0.376], [-0.569, -0.625, -1.249], [-0.441, 0.778, -1.549], [0.175, -0.088, -2.513], [-1.708, 0.814, 0.895], [-1.304, 1.749, 2.357], [-1.366, -0.017, 2.431], [0.464, 1.561, 0.545], [1.042, 1.146, 2.157], [1.410, -0.391, -0.289], [1.443, -1.062, 1.619], [0.718, -2.294, -0.560], [-1.532, -1.137, -1.415], [1.263, -0.229, -2.527], [-0.296, -0.132, -3.510]], "lowdin_charge": [-0.126, -0.303, -0.213, -0.183, -0.451, -0.142, -0.347, 0.056, 0.049, 0.058, 0.072, 0.083, 0.115, 0.080, 0.082, 0.082, 0.049, 0.039], "homo_lumo_gap_ev": [5.6, 5.7], "s2": 0.76, "homo_energy_ev": [-1.3, -1.4], "multiplicity": 2, "total_charge": -1}


Which structure wins on stability? a wins.


## a
{"formula": "C2H7NO3", "method": "ωB97M-V/def2-TZVPD", "elements": ["C", "C", "N", "H", "H", "H", "H", "H", "O", "O", "O", "H", "H"], "positions_angstrom": [[3.544, -0.237, 0.612], [2.514, -0.565, -0.403], [3.132, 0.763, -0.383], [3.221, -0.080, 1.643], [4.565, -0.610, 0.531], [1.482, -0.688, -0.074], [2.802, -1.144, -1.277], [2.535, 1.468, 0.054], [-3.166, -1.093, 0.030], [-2.215, -0.094, -0.165], [-2.841, 1.202, 0.143], [-3.419, -0.651, 0.787], [-3.679, 1.056, -0.289]], "lowdin_charge": [-0.206, -0.201, -0.046, 0.094, 0.091, 0.094, 0.093, 0.083, 0.024, -0.144, 0.001, 0.040, 0.078], "smiles": "C1CN1.OOO", "homo_lumo_gap_ev": 10.2, "homo_energy_ev": -9.5, "total_charge": 0}


## b
{"formula": "C2H7NO3", "method": "ωB97M-V/def2-TZVPD", "elements": ["C", "N", "C", "O", "O", "H", "H", "H", "H", "H", "O", "H", "H"], "positions_angstrom": [[1.192, 1.522, -1.695], [0.829, 1.331, -0.296], [-0.209, 0.602, 0.154], [-0.525, 0.502, 1.318], [-0.862, -0.029, -0.845], [2.137, 1.042, -1.934], [0.439, 1.112, -2.345], [1.276, 2.582, -1.913], [1.305, 1.936, 0.349], [-1.596, -0.500, -0.420], [-1.618, -3.145, 2.404], [-1.675, -4.061, 2.691], [-0.691, -2.896, 2.533]], "lowdin_charge": [-0.065, 0.034, -0.642, 0.070, 0.096, 0.079, 0.076, 0.081, 0.142, 0.131, -0.067, 0.027, 0.038], "smiles": "CNC(=O)O.O", "homo_lumo_gap_ev": 10.6, "homo_energy_ev": -9.9, "total_charge": 0}


## c
{"formula": "C2H7NO3", "method": "ωB97M-V/def2-TZVPD", "elements": ["H", "O", "N", "H", "H", "H", "C", "H", "H", "C", "O", "O", "H"], "positions_angstrom": [[-0.884, -0.927, 0.291], [-1.046, -1.486, -0.902], [-0.654, 0.179, 0.972], [-1.765, -1.597, -1.533], [-0.889, 0.027, 1.961], [-1.224, 0.884, 0.414], [0.754, 0.513, 0.893], [1.237, 1.240, 1.457], [1.442, -0.343, 1.225], [1.118, 0.630, -0.748], [2.265, 0.863, -1.018], [0.134, 0.502, -1.633], [-0.489, -0.484, -1.379]], "lowdin_charge": [0.147, -0.174, 0.026, 0.052, 0.138, 0.170, -0.114, 0.082, 0.143, -0.531, 0.070, -0.030, 0.022], "homo_lumo_gap_ev": 9.8, "homo_energy_ev": -9.6, "total_charge": 0}


## d
{"formula": "C2H7NO3", "method": "ωB97M-V/def2-TZVPD", "elements": ["O", "C", "O", "H", "H", "N", "C", "O", "H", "H", "H", "H", "H"], "positions_angstrom": [[-0.488, -2.677, 1.427], [-0.530, -1.600, 0.923], [-0.083, -0.520, 1.605], [-1.107, -1.270, 0.028], [0.139, 0.302, 1.120], [-0.226, 0.989, -2.149], [0.813, 1.583, -1.391], [0.507, 1.591, 0.002], [-0.107, 0.241, -2.804], [-1.191, 1.257, -2.079], [1.736, 0.968, -1.368], [1.064, 2.609, -1.670], [-0.321, 1.996, 0.265]], "lowdin_charge": [0.075, -0.400, 0.038, 0.134, 0.047, 0.027, -0.314, -0.097, 0.072, 0.074, 0.137, 0.110, 0.095], "smiles": "O=CO.NCO", "homo_lumo_gap_ev": 10.4, "homo_energy_ev": -9.9, "total_charge": 0}


Which structure wins on stability? b wins.